# 1
Entry from the OMol25 dataset: C35H33FeN8O6SSbSe as an isolated structure (ωB97M-V with the def2-TZVPD basis set).

Cartesian coordinates (Å):
Fe1 0.472779 0.125889 0.007945
C1 -2.978261 -1.288261 -0.834953
C2 -1.873541 -2.033610 -1.533346
C3 -2.180000 -3.117008 -2.352986
C4 -1.153493 -3.799406 -2.974681
C5 0.153265 -3.398256 -2.740239
C6 0.423433 -2.314391 -1.908530
N1 -0.606848 -1.642267 -1.329954
Sb1 2.660745 -1.907189 -1.580171
C7 2.172401 0.102350 -2.266475
C8 3.081234 1.011078 -2.862368
C9 2.867495 2.386346 -2.633186
C10 1.720145 2.832373 -2.058018
C11 0.565279 1.892791 -1.874373
C12 -1.624410 1.196074 -3.001877
N2 1.015942 0.504414 -1.847614
C13 2.141518 -2.115310 0.561557
C14 3.239978 -2.527593 1.420589
C15 3.310811 -2.318359 2.729878
C16 2.193277 -2.130467 3.676197
C17 0.101818 -1.678260 2.024136
C18 -1.026987 -2.703710 1.866538
N3 0.950664 -1.733935 0.835421
H1 -3.881695 -1.894353 -0.778700
H2 -3.221284 -0.369141 -1.368962
H3 -2.676906 -1.008580 0.174533
H4 -3.213704 -3.410039 -2.487727
H5 -1.365804 -4.641506 -3.623218
H6 0.975524 -3.936241 -3.200110
H7 4.017592 0.654104 -3.264649
H8 3.674618 3.079298 -2.831485
H9 1.591342 3.870652 -1.783804
H10 -2.304141 1.408031 -3.829878
H11 -2.165371 1.360336 -2.070244
H12 -1.308935 0.154536 -3.060736
H13 4.156410 -2.774732 0.902945
H14 4.278461 -2.417732 3.209092
H15 2.494051 -1.813854 4.670585
H16 -0.602614 -3.701033 1.956021
H17 -1.490820 -2.601569 0.889982
H18 -1.777579 -2.562572 2.650489
O1 -0.661476 6.729386 -1.957443
C19 -1.639378 5.765766 -2.351746
C20 -1.100431 4.390301 -2.054529
C21 -0.901764 3.560777 -3.087613
C22 -0.429254 2.142017 -3.047428
N4 -0.052335 1.874271 -0.543885
C23 -0.395563 3.076445 0.035653
C24 -0.829878 4.173445 -0.638485
C25 -0.164366 3.237918 1.508928
C26 -0.975656 4.037871 2.319294
C27 -0.660199 4.187237 3.661785
C28 -1.564101 4.966240 4.580621
O2 -2.542818 4.126480 5.196100
C29 0.474557 3.549052 4.149207
C30 1.220178 2.771493 3.278095
N5 0.895235 2.602631 1.999868
H19 -1.029510 7.610352 -2.069901
H20 -1.865583 5.852463 -3.416899
H21 -2.567891 5.922079 -1.789951
H22 -1.140964 3.939210 -4.078111
H23 0.141828 1.946834 -3.961717
H24 -0.939067 5.068877 -0.042866
H25 -1.851967 4.524006 1.907613
H26 -2.046235 5.780484 4.032866
H27 -0.989718 5.400417 5.396468
H28 -3.155052 3.831505 4.514458
H29 0.761982 3.647329 5.189804
H30 2.117178 2.250144 3.606231
O3 4.220845 -0.646482 -0.550746
S1 3.923293 0.545180 0.388456
O4 4.383967 1.757852 -0.248226
O5 2.409733 0.559250 0.525237
O6 4.508020 0.284119 1.687369
Se1 0.705880 -3.935605 5.236855
N6 -0.125519 -2.373899 5.616698
C31 -0.082541 -1.554181 4.635902
C32 -0.952469 -0.403827 4.810834
C33 -1.467420 0.401659 3.884153
C34 -1.139871 0.442523 2.478289
N7 -0.447210 -0.333920 1.751903
C35 0.729480 -1.926092 3.400749
N8 1.272413 -3.277368 3.603016
H31 -1.275977 -0.279193 5.837254
H32 -2.146315 1.177858 4.214594
H33 -1.516643 1.315192 1.952158

Atoms 1-6, force components in eV/Å:
0.1 0.3 -0.2
0.1 0.1 0.0
0.2 -0.1 0.0
0.0 0.0 0.0
0.0 0.0 0.0
0.0 0.0 0.0

Summary:
Energy above the lowest of the compared OMol25 structures with the same formula, charge and spin in kcal/mol: 0.0
Energy in eV: -178135.2820
Molecular weight in g/mol: 950.3
Multiplicity: 5
Maximum force in Eh/bohr: 0.0096

=====

# 2
Entry from the OMol25 dataset: a single C7H6N2O3 molecule (ωB97M-V with the def2-TZVPD basis set).

Cartesian coordinates (Å):
N1 2.163821 -1.190635 -2.518178
C1 1.877135 -0.542545 -1.610874
C2 1.507817 0.276227 -0.422219
N2 2.648269 0.593318 0.387216
O1 2.843119 1.758012 0.557876
O2 3.267012 -0.253643 0.915564
C3 0.604471 1.410684 -0.759700
C4 -0.733021 1.335835 -0.641082
C5 -1.415345 0.002085 -0.281287
C6 -0.695429 -1.028425 0.182153
C7 0.700424 -0.908219 0.591928
O3 1.364297 -2.127431 0.583137
H1 1.147374 2.321341 -0.953060
H2 -1.307852 2.082957 -1.144694
H3 -2.374586 -0.247225 -0.456506
H4 -1.322453 -1.805474 0.593027
H5 0.983105 -0.441344 1.569412
H6 2.045528 -2.084477 1.221454

Atoms 1-6, force components in eV/Å:
-0.2 0.3 0.4
0.4 0.5 0.2
-2.7 -4.1 -0.6
-0.2 2.1 -0.4
0.4 2.2 0.2
1.8 -2.8 1.1

Summary:
Energy above the lowest of the compared OMol25 structures with the same formula, charge and spin in kcal/mol: 139.0
Energy in eV: -16473.0359
Molecular weight in g/mol: 166.1
Maximum force in Eh/bohr: 0.0974

=====

Question: Among the records above, which one has the lowest energy above the lowest of the compared OMol25 structures with the same formula, charge and spin?
Answer: C35H33FeN8O6SSbSe

=====

Question: What is the maximum force in the first record?
Answer: 0.0096 Eh/bohr